Entry from OMol25: 5 unconnected molecules or ions with the total composition C19H27F4N4O12 (the ωB97M-V functional and the def2-TZVPD basis).

The value obtained for the total energy is -61534.3659 eV. The calculation puts the LUMO energy at -3.64 eV. The calculation puts the frontier orbital gap at 9.312 eV.

Geometry as ORCA input:
```
! RIJCOSX wB97M-V def2-TZVPD def2/J DEFGRID3
* xyz 1 1
C -0.377 -0.142 1.169
C -1.567 -0.623 0.260
N -2.778 -0.434 0.690
C -1.443 -1.367 -1.117
N -0.175 -1.125 -1.839
C 0.457 0.045 -1.962
N -0.237 1.265 -2.152
C 0.291 2.396 -1.330
C 1.851 2.459 -1.505
C 2.486 1.076 -1.096
N 1.901 -0.004 -1.939
H -0.798 0.575 1.952
H 0.079 -0.991 1.766
H 0.439 0.421 0.636
H -2.778 0.052 1.593
H -2.357 -1.175 -1.765
H -1.480 -2.480 -0.892
H 0.233 -1.922 -2.340
H -1.252 1.155 -2.081
H -0.177 3.369 -1.673
H -0.050 2.244 -0.266
H 2.054 2.682 -2.594
H 2.276 3.248 -0.817
H 3.593 1.117 -1.350
H 2.449 0.868 0.016
H 2.223 -0.936 -1.658
C 4.400 1.446 -4.037
C 3.849 2.317 -5.125
O 4.966 2.530 -5.960
C 5.751 1.423 -5.818
O 6.630 1.127 -6.556
O 5.392 0.694 -4.723
F 3.438 3.515 -4.633
H 4.871 2.022 -3.235
H 3.643 0.793 -3.602
H 3.040 1.859 -5.702
C -5.787 -1.519 0.838
C -5.997 -2.779 0.056
O -6.973 -3.465 0.813
C -7.708 -2.497 1.433
O -8.768 -2.681 1.934
O -7.075 -1.291 1.398
F -4.864 -3.531 0.023
H -5.057 -1.639 1.642
H -5.480 -0.684 0.209
H -6.364 -2.623 -0.962
C 1.320 -4.987 1.710
C 1.351 -3.821 2.648
O 2.467 -3.076 2.193
C 2.563 -3.332 0.861
O 3.212 -2.683 0.097
O 1.826 -4.416 0.504
F 1.585 -4.220 3.918
H 1.975 -5.801 2.029
H 0.314 -5.382 1.566
H 0.454 -3.195 2.619
C -0.011 3.578 5.308
C -0.274 4.255 3.999
O -0.511 3.166 3.122
C -1.029 2.177 3.897
O -1.594 1.215 3.465
O -0.832 2.415 5.215
F 0.817 4.930 3.567
H 1.033 3.276 5.423
H -0.294 4.193 6.161
H -1.141 4.920 4.001
*
```